ORCA calculation (ωB97M-V/def2-TZVPD) on C23H28BeNO as an isolated structure at a distorted geometry.

- HOMO level: -3.61 eV
- Molecular weight: 343.5 g/mol
- HOMO-LUMO gap: 6.452 eV

Geometry as ORCA input:
```
! RIJCOSX wB97M-V def2-TZVPD def2/J DEFGRID3
* xyz -1 1
C 0.224 -0.750 1.698
C 0.098 0.467 2.356
C -1.154 1.058 1.995
H 0.803 0.915 3.049
C -1.813 0.189 1.108
C -0.923 -0.925 0.800
H -2.821 0.305 0.712
C 2.360 -0.111 -0.722
C 2.907 0.729 0.237
C 2.171 1.962 0.243
H 3.766 0.530 0.863
C 1.162 1.884 -0.713
C 1.204 0.561 -1.357
H -1.541 1.979 2.417
H -1.301 -1.904 0.497
H 1.019 -1.483 1.841
H 1.038 0.458 -2.441
H 2.370 2.827 0.872
H 2.725 -1.084 -1.049
Be -0.406 -0.196 -0.822
C 0.144 2.921 -1.096
C 0.437 3.332 -2.557
C 0.160 4.141 -0.164
H 1.484 3.686 -2.571
H -0.209 4.167 -2.875
H 0.329 2.478 -3.252
H 1.152 4.602 -0.186
H -0.076 3.850 0.871
H -0.582 4.875 -0.525
C -1.265 2.262 -0.890
C -2.378 2.417 -1.876
H -1.641 2.551 0.093
H -1.174 1.120 -0.873
O -2.302 1.784 -2.937
N -3.419 3.219 -1.352
C -4.285 2.475 -0.395
H -3.982 3.620 -2.095
C -4.099 2.841 1.056
C -4.661 2.018 2.048
H -5.217 1.128 1.742
C -4.528 2.342 3.401
H -4.977 1.688 4.155
C -3.853 3.510 3.781
H -3.756 3.756 4.843
C -3.303 4.339 2.796
H -2.801 5.262 3.085
C -3.419 4.003 1.436
H -3.030 4.669 0.666
H -4.056 1.402 -0.525
H -5.342 2.601 -0.685
C -0.997 -1.073 -2.093
H -0.854 -0.556 -3.048
H -2.066 -1.226 -1.899
H -0.475 -2.043 -2.104
*
```

=====

ORCA calculation (ωB97M-V/def2-TZVPD) on C23H28Cl48FN2O7S2 as an isolated structure at a distorted geometry.

- HOMO level: -7.39 eV
- Molecular weight: 2229.4 g/mol
- HOMO-LUMO gap: 8.685 eV

Geometry as ORCA input:
```
! RIJCOSX wB97M-V def2-TZVPD def2/J DEFGRID3
* xyz -1 1
C -0.687 2.724 0.995
O -0.758 1.899 -0.195
C -1.773 0.857 -0.057
C -1.750 -0.111 -1.368
C -0.958 -1.480 -1.088
C 0.558 -1.248 -0.616
S 1.853 -1.666 -1.871
O 2.430 -0.363 -2.378
O 2.978 -2.369 -1.098
N 1.359 -2.765 -3.091
S 0.727 -1.949 -4.447
O 0.253 -3.031 -5.418
O -0.475 -1.074 -4.171
C 1.976 -0.935 -5.380
O 3.171 -1.271 -5.567
N 1.511 0.394 -5.898
C 1.771 1.411 -4.853
O 2.927 1.856 -4.677
F 0.747 1.949 -4.003
H -0.937 3.814 0.710
H 0.409 2.728 1.362
H -1.385 2.415 1.844
H -1.587 0.230 0.896
H -2.781 1.388 0.058
H -1.306 0.526 -2.207
H -2.859 -0.300 -1.631
H -1.501 -1.984 -0.194
H -0.995 -2.234 -1.941
H 0.773 -1.850 0.347
H 0.742 -0.144 -0.316
H 0.485 0.410 -6.033
C 1.765 -5.250 0.998
Cl 0.163 -4.509 0.886
Cl 2.428 -5.057 2.629
Cl 1.693 -6.962 0.556
H 2.427 -4.741 0.297
C 4.835 -9.870 0.926
Cl 4.210 -8.331 1.532
Cl 6.467 -10.168 1.545
Cl 3.751 -11.198 1.365
H 4.887 -9.815 -0.160
C -4.554 0.289 3.277
Cl -3.597 1.369 4.304
Cl -4.983 1.093 1.760
Cl -3.674 -1.209 2.960
H -5.471 0.041 3.803
C -0.808 4.502 5.725
Cl -0.032 3.640 4.389
Cl -1.343 6.107 5.203
Cl -2.171 3.568 6.359
H -0.078 4.627 6.522
C -4.448 -3.172 6.395
Cl -3.677 -4.014 5.043
Cl -4.990 -1.561 5.899
Cl -5.805 -4.118 7.022
H -3.714 -3.057 7.190
C 4.112 -5.299 -4.403
Cl 4.497 -6.955 -4.904
Cl 3.050 -4.519 -5.581
Cl 3.367 -5.300 -2.800
H 5.040 -4.732 -4.353
C 4.489 4.466 -2.379
Cl 3.706 3.955 -0.879
Cl 3.893 6.059 -2.874
Cl 6.246 4.463 -2.186
H 4.234 3.751 -3.161
C 1.663 5.606 -5.922
Cl 0.417 6.832 -6.205
Cl 1.007 4.254 -4.991
Cl 2.333 5.036 -7.458
H 2.467 6.061 -5.346
C -3.590 5.757 1.308
Cl -5.003 5.803 0.243
Cl -3.665 4.336 2.364
Cl -2.091 5.792 0.355
H -3.605 6.645 1.937
C -6.850 -7.924 7.169
Cl -7.708 -6.737 8.164
Cl -7.990 -9.072 6.452
Cl -5.905 -7.116 5.911
H -6.165 -8.477 7.810
C -8.498 7.609 -0.469
Cl -8.033 7.638 1.238
Cl -8.040 9.122 -1.264
Cl -7.762 6.226 -1.293
H -9.580 7.505 -0.527
C 6.782 8.840 -2.548
Cl 5.612 9.484 -3.708
Cl 8.389 8.730 -3.281
Cl 6.830 9.842 -1.090
H 6.466 7.837 -2.264
C 5.517 -1.281 -1.519
Cl 5.854 -1.455 0.211
Cl 6.086 0.289 -2.108
Cl 6.268 -2.598 -2.434
H 4.438 -1.333 -1.665
C 9.122 1.580 0.661
Cl 9.364 -0.085 0.113
Cl 8.193 2.499 -0.531
Cl 8.312 1.605 2.235
H 10.098 2.049 0.771
C -8.494 0.245 5.976
Cl -7.003 0.981 5.370
Cl -8.650 0.503 7.719
Cl -9.901 0.895 5.122
H -8.446 -0.827 5.791
C -1.832 -5.776 -2.631
Cl -2.554 -6.297 -1.099
Cl -2.540 -4.244 -3.162
Cl -0.076 -5.632 -2.475
H -2.047 -6.531 -3.385
*
```

=====

ORCA calculation (ωB97M-V/def2-TZVPD) on one molecule with the formula C23H28ClN5O4.

- HOMO level: -7.83 eV
- Molecular weight: 474.0 g/mol
- Energy relative to the best compared isomer or geometry (same formula, charge and spin): 0.1963 eV
- HOMO-LUMO gap: 8.276 eV
- SMILES string: COc1ccc(NC(C)=O)cc1NC(=O)CN1CCN(CC(=O)Nc2ccc(Cl)cc2)CC1

Geometry as ORCA input:
```
! RIJCOSX wB97M-V def2-TZVPD def2/J DEFGRID3
* xyz 0 1
C -2.209 1.076 -1.352
H -2.667 0.492 -0.553
O -0.885 0.598 -1.468
C -0.098 1.104 -2.472
C -0.445 2.145 -3.315
C 0.424 2.587 -4.301
C 1.663 1.983 -4.456
C 2.025 0.933 -3.613
C 1.161 0.490 -2.629
N 1.465 -0.567 -1.768
C 2.569 -1.345 -1.719
O 3.548 -1.243 -2.427
C 2.441 -2.441 -0.657
N 1.711 -1.968 0.502
C 1.198 -3.047 1.330
C 0.515 -2.452 2.583
N 0.292 -1.022 2.471
C -0.729 -0.682 1.494
C -2.125 -0.613 2.115
O -3.122 -0.557 1.425
N -2.090 -0.599 3.468
C -3.135 -0.550 4.387
C -4.472 -0.486 4.001
C -5.469 -0.443 4.958
C -5.136 -0.463 6.303
C -3.810 -0.526 6.701
C -2.816 -0.569 5.744
H -1.780 -0.619 6.048
H -3.561 -0.541 7.750
Cl -6.385 -0.410 7.498
H -6.504 -0.394 4.659
H -4.722 -0.471 2.953
H -1.145 -0.646 3.843
H -0.529 0.307 1.074
H -0.778 -1.379 0.651
C 1.565 -0.338 2.311
C 2.497 -1.044 1.302
H 2.957 -0.313 0.635
H 3.308 -1.574 1.830
H 2.048 -0.305 3.294
H 1.369 0.688 2.001
H 1.146 -2.611 3.463
H -0.443 -2.944 2.761
H 0.479 -3.614 0.732
H 2.000 -3.740 1.638
H 1.883 -3.266 -1.111
H 3.449 -2.810 -0.413
H 0.745 -0.767 -1.083
H 2.982 0.447 -3.719
N 2.590 2.368 -5.431
C 2.493 3.355 -6.367
O 1.542 4.091 -6.496
C 3.727 3.431 -7.244
H 3.602 4.233 -7.966
H 4.609 3.630 -6.638
H 3.870 2.492 -7.774
H 3.441 1.822 -5.426
H 0.138 3.397 -4.948
H -1.402 2.631 -3.217
H -2.766 0.926 -2.280
H -2.227 2.136 -1.084
*
```

=====

ORCA calculation (ωB97M-V/def2-TZVPD) on one molecule with the formula C23H28ClNO2.

- HOMO level: -7.87 eV
- Molecular weight: 385.9 g/mol
- Energy relative to the best compared isomer or geometry (same formula, charge and spin): 0.0699 eV
- HOMO-LUMO gap: 8.575 eV
- SMILES string: COc1ccc(/C=C/CN2CCC[C@](CO)(Cc3cccc(Cl)c3)C2)cc1

Geometry as ORCA input:
```
! RIJCOSX wB97M-V def2-TZVPD def2/J DEFGRID3
* xyz 0 1
C 0.671 -5.581 -2.292
H 1.397 -6.028 -1.605
O 1.133 -4.359 -2.810
C 1.392 -3.340 -1.945
C 1.231 -3.402 -0.564
C 1.516 -2.300 0.219
C 1.972 -1.108 -0.339
C 2.128 -1.061 -1.729
C 1.848 -2.151 -2.518
H 1.963 -2.111 -3.590
H 2.470 -0.147 -2.192
C 2.210 0.097 0.439
C 2.122 0.227 1.762
C 2.170 1.537 2.482
N 0.908 1.740 3.183
C -0.306 1.424 2.467
H -1.059 1.197 3.231
C -0.901 2.526 1.561
C -1.055 3.790 2.421
C 0.259 4.157 3.115
C 0.778 2.967 3.935
H 0.068 2.771 4.749
H 1.745 3.211 4.382
H 0.096 5.007 3.781
H 1.010 4.456 2.382
H -1.812 3.601 3.187
H -1.410 4.632 1.819
C -0.013 2.805 0.333
O -0.632 3.619 -0.639
H -0.808 4.482 -0.250
H 0.212 1.864 -0.170
H 0.933 3.262 0.640
C -2.286 2.039 1.060
C -2.193 0.720 0.345
C -2.404 -0.478 1.019
C -2.235 -1.692 0.377
C -1.851 -1.737 -0.950
C -1.663 -0.544 -1.628
C -1.840 0.676 -0.999
H -1.696 1.592 -1.551
Cl -1.189 -0.582 -3.289
H -1.704 -2.677 -1.458
H -2.399 -2.613 0.917
H -2.701 -0.461 2.058
H -2.957 1.948 1.916
H -2.691 2.792 0.381
H -0.136 0.523 1.880
H 2.426 2.343 1.777
H 2.951 1.510 3.254
H 1.919 -0.621 2.399
H 2.443 0.974 -0.153
H 1.370 -2.374 1.285
H 0.876 -4.302 -0.087
H 0.540 -6.236 -3.152
H -0.290 -5.465 -1.778
*
```

=====

| no. | energy (hartree) |
| --- | --- |
| 1 | -1037.9368 |
| 2 | -24514.6979 |
| 3 | -1928.2322 |
| 4 | -1558.6299 |